Record 1
Molecular formula: C60H47F9O4Pd
Method: DFT, ωB97M-V/def2-TZVPD

Values from the calculation:
E ... -3641.99306 a.u.
⟨S²⟩ ... 2.01
E_LUMO (alpha / beta) ... -0.024 / -0.095 Ha
Molar mass ... 1109.43 g/mol
Orbital gap (alpha / beta) ... 6.946 / 4.945 eV
2S+1 ... 3
Relative energy (zero: lowest compared OMol25 entry of this formula, charge and spin) ... 36.1 kcal per mole

Structure (XYZ):
```
121
Properties=species:S:1:pos:R:3:forces:R:3
Pd 1.40129 -0.46832 -2.11291 -0.77 0.48 3.03
C -0.07528 1.02870 1.65819 1.35 -1.17 -3.13
C 0.21033 0.63134 0.35132 -1.81 1.08 0.57
C -0.87445 0.87253 -0.79829 0.39 0.39 3.24
O -0.51129 0.41962 -1.92445 0.07 -0.27 -1.64
C -2.05391 1.50773 -0.45105 2.21 -0.90 -2.03
C -2.33924 1.90562 0.88459 -1.61 0.47 -0.74
C -1.30614 1.62326 1.93344 -0.14 0.19 3.95
O -1.49797 1.84313 3.14899 -0.95 0.43 -1.40
O -3.42198 2.42074 1.12400 0.51 0.05 0.69
O 1.30901 0.12462 -0.01443 1.33 -0.99 -1.01
H 0.63112 0.85776 2.45476 -0.01 0.01 0.07
H -2.68987 1.73475 -1.29395 -0.55 0.08 0.34
F -3.54818 -0.68773 2.19048 0.11 -0.20 0.27
C -3.35706 -1.68839 1.32010 -0.04 -0.09 0.16
C -3.58828 -1.40865 -0.00289 -0.37 0.01 -1.08
C -3.46938 -2.42852 -0.93204 -0.02 0.50 0.34
C -3.09428 -3.68218 -0.52239 0.50 -1.52 -0.56
C -2.75273 -3.98118 0.78779 -1.16 1.79 0.93
C -2.97054 -2.95033 1.74394 0.59 -0.91 -0.47
H -3.94164 -0.45013 -0.35728 0.14 0.21 0.43
H -3.67540 -2.24358 -1.97599 -0.08 0.00 0.00
H -3.10664 -4.45258 -1.29039 0.27 -0.16 0.20
H -2.44309 -4.94444 1.16333 0.02 -0.16 -0.32
H -2.81291 -3.19012 2.78742 0.02 0.34 0.09
F -2.96861 -0.70695 4.90016 -0.28 -0.04 -0.24
C -1.77725 -1.19065 5.23157 1.00 -0.40 0.33
C -0.75344 -1.31571 4.29439 -0.52 0.71 0.29
C 0.48416 -1.74528 4.73783 0.22 -0.67 -0.20
C 0.71730 -2.06849 6.06669 0.22 0.33 0.43
C -0.29760 -1.91306 6.99972 -0.80 -0.83 -0.55
C -1.56746 -1.56969 6.55167 -0.27 0.59 0.04
H -0.88848 -0.94114 3.28748 -0.15 -0.17 -0.04
H 1.26132 -1.93208 4.00510 0.13 0.32 0.05
H 1.69281 -2.39390 6.40515 0.05 -0.03 -0.18
H -0.21392 -2.23648 8.02839 0.36 0.19 0.05
H -2.41182 -1.51702 7.22780 0.06 0.06 0.06
F 1.51648 0.54039 -4.09870 0.14 0.28 -0.99
C 1.43272 1.69445 -4.81915 -0.19 1.35 -0.99
C 2.30425 1.86113 -5.88203 0.06 -0.73 -0.32
C 2.13932 2.92163 -6.76560 -0.32 0.34 0.81
C 1.13115 3.83881 -6.50658 0.01 0.82 -0.24
C 0.34011 3.76040 -5.37035 0.63 -0.40 -0.03
C 0.49179 2.67822 -4.52196 -0.12 -0.70 0.73
H 3.06905 1.12068 -6.08513 -0.01 -0.05 0.17
H 2.84184 3.09744 -7.56640 -0.08 -0.21 -0.15
H 0.99202 4.70790 -7.13925 0.14 -0.12 -0.15
H -0.32458 4.56691 -5.09816 -0.19 -0.09 -0.12
H -0.10775 2.62043 -3.62111 0.00 -0.27 -0.01
F 0.28870 -2.21204 -0.81620 -0.36 -0.32 -0.25
C 0.51339 -3.33135 -0.08577 0.44 -0.60 0.47
C 0.38615 -3.24912 1.28958 -0.42 0.23 -0.09
C 0.65021 -4.37185 2.03984 0.56 -0.62 0.19
C 1.12866 -5.54388 1.44836 -0.49 0.33 0.21
C 1.22660 -5.61063 0.07052 -0.29 -0.09 0.05
C 0.89568 -4.50736 -0.71233 0.44 0.33 -0.04
H 0.00644 -2.36417 1.78404 0.10 0.18 -0.27
H 0.51897 -4.35368 3.11476 -0.01 0.17 0.00
H 1.35399 -6.38480 2.08952 0.05 -0.12 -0.16
H 1.49481 -6.53968 -0.41493 0.19 0.06 -0.02
H 1.06056 -4.56363 -1.78096 -0.29 0.16 -0.06
F 0.38100 7.44619 2.44080 -0.35 0.35 -0.01
C 0.55301 6.46344 3.34147 0.21 -1.10 0.18
C 0.36272 5.14671 2.93564 -0.18 -0.18 0.59
C 0.61346 4.12958 3.86063 -0.40 0.46 0.28
C 1.09464 4.44658 5.12616 0.73 -0.06 0.11
C 1.34018 5.76465 5.50402 -0.53 -0.70 -0.62
C 0.95270 6.76822 4.63198 0.03 0.83 0.00
H -0.11878 4.89448 2.00069 0.23 0.20 -0.22
H 0.31899 3.10972 3.64382 0.13 0.05 -0.12
H 1.33973 3.66593 5.83433 -0.07 -0.13 -0.11
H 1.82756 5.96969 6.44582 -0.33 0.20 0.16
H 0.87540 7.79277 4.97838 0.51 0.11 -0.25
F 3.79452 2.73344 5.25814 -0.01 0.27 0.05
C 3.89394 1.57091 4.60006 -0.16 -1.04 0.38
C 3.18439 1.36571 3.44512 0.34 0.02 -1.20
C 3.36844 0.17036 2.71375 -0.57 1.20 0.71
C 4.04310 -0.86366 3.30433 0.59 -0.18 -0.41
C 4.69926 -0.65139 4.50945 0.41 -0.67 0.86
C 4.65398 0.55038 5.18564 -0.80 1.06 -0.59
H 2.56531 2.14807 3.02408 0.11 0.15 0.09
H 2.96552 0.12528 1.71306 -0.30 -0.28 0.03
H 4.12788 -1.80922 2.78229 0.12 -0.03 0.11
H 5.26245 -1.46676 4.95106 -0.04 -0.01 -0.02
H 5.07438 0.80884 6.14791 0.37 -0.51 -0.02
F 2.07436 1.70597 -1.96439 0.30 0.85 -0.46
C 2.68372 2.80283 -1.43476 0.33 0.64 1.20
C 4.04498 2.78079 -1.21093 0.57 -0.28 -0.01
C 4.65070 3.84197 -0.54605 -0.65 0.19 -0.12
C 3.87137 4.89138 -0.08499 0.11 0.40 0.04
C 2.49673 4.92362 -0.30403 0.78 -0.48 -0.66
C 1.90704 3.85894 -0.98719 -0.52 0.15 0.33
H 4.67611 1.94069 -1.47401 -0.29 -0.12 -0.27
H 5.72074 3.87785 -0.40336 0.02 -0.22 0.06
H 4.36409 5.70057 0.43919 -0.12 0.07 0.00
H 1.92608 5.79876 -0.03217 -0.19 -0.16 0.26
H 0.82523 3.85305 -1.05132 0.01 -0.23 -0.35
F 0.18313 -1.83501 -3.46691 -0.24 -0.67 -0.55
C -0.29884 -2.85507 -4.24094 -0.45 0.00 -0.49
C 0.08967 -2.93222 -5.55539 0.05 -1.27 -0.35
C -0.46272 -3.98451 -6.32386 0.33 0.41 0.55
C -1.42589 -4.82294 -5.78716 -0.60 -0.43 0.60
C -1.86252 -4.65990 -4.46287 0.80 0.27 -0.72
C -1.25238 -3.69859 -3.69886 -0.09 0.67 1.03
H 0.90418 -2.36558 -5.98311 -0.15 0.38 0.16
H -0.04179 -4.12697 -7.30871 -0.29 -0.12 -0.14
H -1.87525 -5.67263 -6.28621 0.26 0.23 -0.61
H -2.64497 -5.25977 -4.02136 0.03 -0.17 -0.13
H -1.55926 -3.55730 -2.66943 0.11 0.15 0.02
F -4.72478 1.01900 -2.39989 -0.31 -0.12 0.23
C -4.65474 -0.10649 -3.13461 -0.15 0.24 -0.46
C -5.72875 -0.96655 -3.22974 -0.36 0.05 -0.26
C -5.59051 -2.08298 -4.05034 0.63 0.31 0.44
C -4.40916 -2.27578 -4.76547 -1.22 -0.61 -0.05
C -3.38624 -1.34428 -4.73674 -0.37 -0.40 -0.33
C -3.50969 -0.26820 -3.88312 0.63 0.36 0.11
H -6.68750 -0.72914 -2.78849 0.16 -0.03 0.36
H -6.38198 -2.81718 -4.10169 -0.08 0.07 -0.11
H -4.42252 -3.17330 -5.37323 0.57 0.18 -0.23
H -2.58416 -1.46260 -5.45362 0.32 0.13 0.34
H -2.73741 0.48223 -3.76307 0.06 -0.05 -0.15
```
Forces are in eV/Å.



Record 2
Molecular formula: C8H20BaFNO11S2
Method: DFT, ωB97M-V/def2-TZVPD

Values from the calculation:
E ... -2120.85006 a.u.
Total charge ... -2
E_LUMO ... 0.149 Ha
Molar mass ... 526.70 g/mol
Orbital gap ... 4.551 eV
2S+1 ... 1

Structure (XYZ):
```
44
Properties=species:S:1:pos:R:3:forces:R:3
Ba 1.28729 -15.36922 20.35325 -0.98 -2.06 -1.77
N -1.92659 -15.95049 22.60448 -1.46 -2.46 -1.24
O -1.19014 -15.50934 21.73297 2.06 1.85 -1.20
O -2.21947 -15.30439 23.59189 -0.20 1.38 1.86
O -2.43122 -17.06439 22.38627 -0.35 -0.34 0.73
F 1.54129 -18.05028 20.60310 0.42 1.08 0.00
O 2.33657 -14.27041 18.00126 -0.71 0.08 0.63
C 1.53061 -14.60844 16.90010 -0.01 -1.52 1.48
C -0.02212 -14.95547 17.15607 0.21 -0.43 1.05
O -0.46784 -15.88188 18.12843 1.83 1.22 -0.04
H 2.00476 -15.49982 16.48935 -0.18 -0.94 -0.50
H 1.59926 -13.92872 16.05078 -0.33 0.95 -0.20
H -0.42886 -15.23729 16.18486 0.03 -0.18 -0.87
H -0.50914 -14.00415 17.37029 -0.13 1.07 0.04
O 3.96425 -15.80667 21.05382 2.42 0.56 0.24
S 5.39206 -15.77989 20.71414 -0.58 -0.79 -1.51
O 6.45261 -15.84306 21.71720 -1.60 -0.01 -1.32
O 5.60250 -17.06480 19.68031 1.09 2.93 2.14
C 4.48610 -17.36951 18.85972 -1.90 -1.70 0.74
C 5.02376 -18.20368 17.76964 -0.30 -0.02 -1.55
C 5.76811 -14.33649 19.58639 -0.05 -1.10 1.17
H 3.79283 -16.58864 18.54710 0.76 0.88 -0.24
H 3.82464 -17.98377 19.47066 -0.22 -0.13 0.16
H 5.59025 -17.59800 17.06229 0.52 -0.09 0.08
H 4.18168 -18.54800 17.16927 -0.13 -0.26 0.12
H 5.58218 -19.06715 18.13114 0.10 0.14 -0.02
H 5.78559 -13.47617 20.25545 0.02 -0.01 -0.09
H 5.03285 -14.20647 18.79230 -0.32 -0.31 0.11
H 6.76677 -14.56978 19.21712 -0.09 0.14 -0.02
O -0.56109 -10.99590 19.07980 -0.52 -1.21 1.96
S -0.82415 -11.99272 20.11493 0.17 -0.13 -0.63
O 0.27080 -12.89741 20.50194 -2.10 2.05 -0.07
O -1.35534 -11.12511 21.45930 0.42 0.49 -2.51
C -1.67325 -11.87466 22.58438 0.91 -1.40 2.44
C -2.12019 -11.10069 23.84672 -0.69 0.10 -1.26
C -2.37233 -12.93118 19.66122 0.87 0.19 0.18
H -0.75014 -12.35351 22.91097 0.02 -0.48 -0.12
H -2.37919 -12.68178 22.38864 -0.11 0.03 -0.13
H -1.43777 -10.30316 24.14056 0.11 -0.17 -0.01
H -2.25670 -11.84075 24.63525 0.33 0.00 0.01
H -3.11024 -10.67310 23.68834 -0.06 0.28 -0.01
H -2.63894 -12.60324 18.65650 0.10 0.22 0.21
H -3.14478 -12.72529 20.40219 0.14 0.19 -0.14
H -2.18774 -14.00493 19.62823 0.50 -0.09 0.11
```
Forces are in eV/Å.



Record 3
Molecular formula: C6H10O
Method: DFT, ωB97M-V/def2-TZVPD

Values from the calculation:
E ... -309.71241 a.u.
E_LUMO ... 0.044 Ha
Molar mass ... 98.14 g/mol
Orbital gap ... 10.663 eV
SMILES ... C1[C@H]2[C@@H]1[C@H]1OC[C@@H]21.[H][H]
2S+1 ... 1
Relative energy (zero: lowest compared OMol25 entry of this formula, charge and spin) ... 81.6 kcal per mole

Structure (XYZ):
```
17
Properties=species:S:1:pos:R:3:forces:R:3
C 0.41210 1.21123 -0.21539 0.09 0.12 0.05
C -0.75019 0.39504 0.24373 -0.21 0.12 0.17
C 0.01928 0.01380 -1.02327 0.04 -0.06 -0.29
C 0.45386 -1.29172 -0.33742 -0.16 -0.14 -0.24
O 1.72101 -1.28641 0.34223 0.15 0.02 -0.04
C 1.08245 -0.96301 1.59660 -0.02 0.11 0.33
C -0.30393 -0.90705 0.93349 -0.10 -0.08 0.10
H 0.13441 2.16927 -0.64770 0.09 -0.20 -0.01
H 1.35478 1.22593 0.32445 -0.15 -0.05 -0.07
H -1.74875 0.81495 0.31871 0.19 -0.05 0.01
H -0.26491 0.09995 -2.06796 0.00 -0.01 0.20
H 0.25931 -2.21398 -0.89288 0.08 0.15 0.05
H 1.47023 -0.03175 2.02677 -0.07 -0.13 -0.02
H 1.20345 -1.77546 2.32257 -0.02 0.09 -0.12
H -1.09824 -1.52612 1.35119 0.13 0.08 -0.10
H -1.84423 2.37123 -2.05319 -0.05 -0.04 -0.04
H -2.10063 1.69408 -2.22193 0.00 0.08 0.01
```
Forces are in eV/Å.



Record 4
Molecular formula: C32H44N4O3
Method: DFT, ωB97M-V/def2-TZVPD

Values from the calculation:
E ... -1690.36772 a.u.
E_LUMO ... 0.021 Ha
Molar mass ... 532.73 g/mol
Orbital gap ... 9.967 eV
SMILES ... c1ccncc1.c1ccncc1.c1ccncc1.c1ccncc1.C1CCOC1.C1CCOC1.C1CCOC1
2S+1 ... 1
Relative energy (zero: lowest compared OMol25 entry of this formula, charge and spin) ... 135.5 kcal per mole

Structure (XYZ):
```
83
Properties=species:S:1:pos:R:3:forces:R:3
C -8.58289 -3.69522 25.40660 0.25 0.50 0.40
C -9.54028 -3.79154 26.41601 -0.01 -0.25 -0.55
C -10.10873 -5.03982 26.64106 -0.21 -0.10 -0.45
N -9.79734 -6.12471 25.92878 0.28 0.26 0.11
C -8.83557 -5.99592 25.01473 0.28 -0.78 0.06
C -8.17752 -4.81717 24.70833 -0.40 -0.04 0.55
H -8.08726 -2.75076 25.21014 -0.15 0.09 0.05
H -9.88410 -2.91268 26.94016 0.11 -0.04 0.20
H -10.89588 -5.20975 27.36703 0.07 0.26 0.16
H -8.51772 -6.93418 24.56980 -0.09 0.06 -0.27
H -7.34714 -4.79084 24.02072 -0.11 0.00 -0.18
C -8.07260 0.74342 26.76031 -0.20 -0.20 -0.16
C -7.85312 0.83428 28.12426 -0.41 0.19 0.05
C -8.85611 0.37821 28.98420 0.77 -0.81 0.00
N -9.97454 -0.19073 28.56886 -0.57 0.19 -0.44
C -10.17110 -0.27570 27.24920 0.35 -0.47 -0.11
C -9.23119 0.11051 26.30502 0.06 0.59 0.39
H -7.36796 1.15867 26.05146 0.15 -0.16 0.03
H -6.93763 1.25251 28.51803 -0.03 0.08 0.03
H -8.68447 0.29134 30.05300 0.00 0.46 0.01
H -11.07547 -0.76670 26.90537 -0.17 0.08 0.18
H -9.42865 -0.03415 25.25208 0.00 0.06 -0.04
C -12.24361 -2.44430 23.56867 -0.18 0.09 0.50
C -12.25156 -3.56942 24.36918 -0.27 -0.50 0.06
C -13.08331 -3.57535 25.47927 0.03 0.59 0.50
N -13.87350 -2.55823 25.82584 0.02 -0.24 -0.21
C -13.86915 -1.47816 25.04091 0.02 0.09 0.41
C -13.03246 -1.35338 23.95095 0.55 -0.65 -1.23
H -11.65284 -2.38751 22.66454 0.10 -0.03 0.04
H -11.69776 -4.48059 24.17760 0.22 0.20 -0.24
H -13.06501 -4.39741 26.18666 -0.08 -0.18 -0.16
H -14.55983 -0.70194 25.34967 0.11 0.16 -0.16
H -12.96762 -0.53229 23.24767 -0.50 0.45 0.51
C -9.89463 -11.45558 27.42400 0.25 0.02 -0.55
C -10.18463 -10.54571 26.41439 0.37 -0.50 0.33
C -9.11300 -10.01794 25.69489 -0.54 0.50 -0.25
N -7.82060 -10.26476 25.89723 -0.56 0.14 0.89
C -7.58138 -11.06114 26.95444 0.68 0.44 -0.73
C -8.54836 -11.72276 27.66051 -0.47 -0.20 0.80
H -10.66480 -11.95140 27.99898 -0.06 0.05 0.00
H -11.19277 -10.25484 26.15292 -0.02 0.08 0.07
H -9.39348 -9.26671 24.96263 0.37 -0.15 -0.33
H -6.54786 -11.11520 27.28226 0.06 -0.32 -0.30
H -8.22910 -12.39833 28.44494 -0.14 0.04 0.06
C -6.20783 -6.54908 21.93160 -0.11 -1.17 -0.63
C -5.08382 -6.05428 22.80434 -0.30 0.31 1.46
C -3.85667 -6.06820 21.90664 -0.31 0.83 -1.16
O -4.32864 -6.30671 20.55149 -0.23 -1.00 0.23
C -5.75849 -6.17416 20.53636 0.55 1.29 0.13
H -7.22730 -6.22581 22.13577 0.12 0.21 0.28
H -6.19169 -7.64251 21.99001 -0.26 0.00 -0.09
H -4.93390 -6.67056 23.69435 -0.04 -0.27 -0.20
H -5.35319 -5.09490 23.25718 0.45 0.34 -0.50
H -3.11847 -6.81773 22.18136 -0.08 -0.16 -0.12
H -3.36731 -5.09335 21.84620 0.14 -0.01 0.41
H -6.26896 -6.71690 19.74184 0.55 -0.43 -0.04
H -5.92325 -5.10959 20.31330 -0.46 0.02 0.21
C -13.86103 -5.37427 30.12600 0.34 -1.16 1.07
C -14.06503 -5.10056 31.63808 -0.10 -0.48 0.06
C -12.87064 -4.21584 31.98463 -1.11 0.03 0.42
O -12.73786 -3.43249 30.81968 1.11 -0.13 0.13
C -12.83306 -4.31980 29.69429 -1.80 1.31 0.15
H -14.85107 -5.34595 29.67919 0.27 0.19 -0.62
H -13.46338 -6.39008 30.04017 -0.06 0.07 -0.35
H -14.14819 -6.00727 32.24538 0.26 -0.03 -0.16
H -15.02701 -4.60216 31.76573 0.25 0.43 0.16
H -11.98065 -4.79404 32.26224 0.11 -0.04 -0.38
H -13.10650 -3.57354 32.83472 0.16 0.22 -0.16
H -11.86588 -4.68839 29.35642 0.05 -0.16 0.18
H -13.30529 -3.66228 28.96056 0.50 -0.26 -0.53
C -14.94634 -7.45211 26.52639 -0.21 -0.30 -1.15
C -15.42739 -8.68438 25.76257 -1.42 0.10 -0.60
C -14.30592 -8.95423 24.76121 -1.58 -0.55 1.06
O -13.13913 -8.63118 25.49698 0.42 -0.37 -0.79
C -13.43062 -7.75529 26.56835 -0.98 0.67 0.82
H -15.55981 -7.33374 27.41671 0.71 0.03 0.49
H -15.09150 -6.54408 25.93435 -0.14 -0.09 -0.10
H -16.39125 -8.56878 25.24792 0.20 0.47 -0.08
H -15.68504 -9.50350 26.44044 0.80 -0.17 0.09
H -14.51707 -8.38781 23.84954 0.67 0.49 0.07
H -14.37806 -10.00293 24.46438 0.77 -0.09 0.10
H -12.87910 -6.82540 26.42640 0.33 -0.15 0.23
H -13.21022 -8.22542 27.53004 0.50 -0.04 -0.13
```
Forces are in eV/Å.